1.
{
  "formula": "C5H4AuNO5",
  "method": "ωB97M-V with the def2-TZVPD basis set",
  "homo_lumo_gap_ha": [0.3296, 0.1861],
  "s2": 2.01,
  "spin_multiplicity": 3,
  "total_charge": 2,
  "symbols": ["O", "C", "Au", "C", "O", "C", "O", "C", "O", "C", "O", "H", "N", "H", "H", "H"],
  "coordinates": [[-3.55653, -2.39900, -2.74676], [-2.74464, -1.87478, -2.13510], [0.72865, 0.95462, 0.08668], [2.15337, 1.81653, 1.27178], [2.96582, 2.40713, 1.82906], [0.37624, 2.02629, -1.71906], [0.94262, 2.96891, -2.17059], [-1.14185, 1.29124, 0.89108], [-2.22963, 1.58216, 1.11987], [1.56007, -0.66484, -0.90507], [1.96858, -1.43407, -1.64799], [-0.51720, 1.44993, -2.13191], [-0.07234, -1.80402, 1.89041], [-0.39967, -1.52668, 2.82283], [0.75560, -2.37196, 2.03546], [-0.78910, -2.42144, 1.50930]],
  "forces_ev_per_a": [[2.1025, 1.3544, 1.5798], [-2.0569, -1.3183, -1.5474], [-0.4205, -1.3309, 0.6792], [4.0743, 2.9713, 2.7869], [-2.9975, -2.2317, -1.9888], [0.4308, 2.1472, -1.9354], [-1.3783, -2.1454, 0.8705], [-4.3984, 1.1177, 1.0550], [3.8898, -1.0063, -0.7162], [1.5556, -2.9249, -2.5654], [-1.2380, 2.4421, 2.4065], [0.4265, 0.7653, -0.4673], [-0.6740, -1.3586, 1.3793], [0.0757, 0.8644, -0.2289], [0.8812, 0.2793, -0.4521], [-0.2727, 0.3747, -0.8557]],
  "mulliken_charge": [-0.12, 0.12, 0.64, 0.29, -0.12, -0.07, -0.12, 0.29, -0.13, 0.30, -0.13, 0.39, -0.43, 0.37, 0.36, 0.35]
}

***

2.
{
  "formula": "C4H10N4",
  "method": "ωB97M-V with the def2-TZVPD basis set",
  "homo_lumo_gap_ha": [0.3136, 0.3136],
  "total_charge": 0,
  "symbols": ["C", "C", "C", "C", "N", "N", "N", "N", "H", "H", "H", "H", "H", "H", "H", "H", "H", "H"],
  "coordinates": [[1.72059, 0.10093, 0.10427], [2.63203, 1.28472, -0.16124], [2.30475, -1.31678, -0.14125], [-3.67422, 0.19985, -0.39895], [0.54123, 0.47505, 0.50945], [-0.47959, -0.29631, 0.98855], [-1.68193, -0.16223, 0.69947], [-2.28202, 0.16679, -0.37623], [3.69107, 0.94943, 0.13037], [2.17218, 2.11983, 0.27930], [2.55691, 1.41224, -1.32445], [1.88736, -1.71788, -1.16589], [1.90938, -1.93251, 0.65962], [3.40445, -1.24122, -0.17198], [-4.14514, -0.44225, -1.05023], [-4.13251, -0.08557, 0.56372], [-4.09654, 1.22479, -0.58779], [-2.32801, -0.73888, 1.44329]],
  "forces_ev_per_a": [[-1.3530, -0.0824, 0.5325], [0.8488, -2.6499, -2.5767], [-1.6778, 0.8841, -1.5295], [-1.2843, 2.1037, 2.7130], [-0.0179, 0.2608, -1.2857], [2.8340, -1.1895, 1.6347], [-3.5726, -2.1700, 0.5535], [2.4330, 0.9918, -1.0867], [-1.4446, 1.2300, -0.3618], [0.1140, 1.2564, 0.7477], [0.6140, -0.0256, 1.9618], [0.9207, 0.6850, 1.9602], [0.2758, -0.4415, -0.0065], [-0.5989, -0.3340, 0.0687], [-0.5167, -1.5515, -2.1127], [0.1479, 0.0071, 0.3755], [0.5833, -0.7164, 0.0109], [1.6942, 1.7418, -1.5991]],
  "mulliken_charge": [0.72, -1.03, -0.98, -0.72, -0.21, -0.66, 0.61, -0.57, 0.29, 0.39, 0.20, 0.24, 0.34, 0.30, 0.27, 0.30, 0.23, 0.28]
}

***

3.
{
  "formula": "C4H12N2S",
  "method": "ωB97M-V with the def2-TZVPD basis set",
  "homo_lumo_gap_ha": 0.3355,
  "smiles": "NCCNCCS",
  "total_charge": 0,
  "symbols": ["N", "C", "C", "N", "C", "C", "S", "H", "H", "H", "H", "H", "H", "H", "H", "H", "H", "H", "H"],
  "coordinates": [[-0.51373, -1.80274, 0.66109], [-0.56286, -1.48955, -0.68415], [0.85489, -0.83408, -1.07823], [0.74566, 0.58548, -1.02265], [0.88697, 1.05035, 0.28522], [-0.34382, 1.91055, 0.87883], [-1.78650, 1.11634, 1.57098], [0.00914, -2.70364, 1.01865], [-1.34740, -1.64537, 1.18386], [-0.58769, -2.40969, -1.25324], [-1.46732, -1.01820, -1.15385], [1.13973, -1.18254, -2.06788], [1.84780, -1.05099, -0.55468], [1.44266, 0.94767, -1.70307], [1.78940, 1.78690, 0.29602], [1.15459, 0.21592, 0.87558], [0.12178, 2.38639, 1.81226], [-0.62869, 2.75661, 0.28472], [-2.75462, 1.38056, 0.65055]],
  "forces_ev_per_a": [[0.6325, -2.1597, 4.0742], [2.6830, -1.1618, -2.7257], [-0.4321, -0.6253, -0.7775], [0.3583, 0.5252, -3.2927], [0.3236, 3.9605, 0.6167], [2.6818, -0.1044, 1.6992], [-0.9777, -0.3921, -0.1542], [-1.6353, 2.5046, -1.5626], [-0.3303, -0.0195, 0.3513], [0.1294, -0.6808, -0.5323], [1.0368, 0.5877, 1.2661], [-0.4649, 0.3241, -0.6056], [-1.7068, -0.9871, 0.5153], [-0.8540, 0.1804, 1.0456], [-1.4258, -0.9572, 0.3637], [-0.0511, -0.5818, 1.4041], [-0.5759, -0.5222, -1.1476], [-0.0213, 0.1418, -0.6940], [0.6295, -0.0322, 0.1558]],
  "mulliken_charge": [-0.46, -0.50, -0.78, -0.40, -0.52, -0.70, -0.28, 0.20, 0.17, 0.37, 0.29, 0.38, 0.40, 0.25, 0.31, 0.46, 0.28, 0.41, 0.12]
}

***

In kJ/mol, the relative energy (zero: lowest compared OMol25 entry of this formula, charge and spin) values for the records above are, in order, 0.0; 516.0; 216.1.